13
Properties=species:S:1:pos:R:3:lowdin_charge:R:1 method="wB97M-V/def2-TZVPD" e_tot_ev=-77255.9299 fmax_ev_per_a=6.68 charge=+1 homo_energy_ev="-13.319 / -13.319" orbital_gap_ev="7.912 / 7.910"
C -0.01 1.06 -0.26 -0.0163
C -1.36 1.17 -0.09 -0.1898
C -0.41 -1.21 0.11 0.2652
C 1.85 -0.55 -0.01 0.0059
N 0.46 -0.24 0.00 -0.1594
N -2.01 0.04 0.10 -0.5469
Br -3.72 -0.25 0.25 0.9125
H 0.61 1.86 -0.29 0.1032
H -1.75 2.20 -0.20 0.1587
H -0.45 -2.08 0.66 0.1056
H 1.88 -1.65 0.05 0.1192
H 2.37 -0.46 -0.91 0.0925
H 2.53 0.12 0.60 0.1494